{"formula": "C10H24N2P", "method": "ωB97M-V/def2-TZVPD", "total_energy_ev": -23016.2561, "charge": 1, "homo_lumo_gap_ha": [0.302, 0.198], "e_lumo_ev": [-5.3, -6.6], "multiplicity": 1, "relative_energy_kj_mol": 640.44, "largest_force_ev_per_a": 4.624, "symbols": ["C", "C", "C", "C", "C", "C", "C", "C", "C", "C", "N", "N", "P", "H", "H", "H", "H", "H", "H", "H", "H", "H", "H", "H", "H", "H", "H", "H", "H", "H", "H", "H", "H", "H", "H", "H", "H"], "coordinates": [[2.1965, 0.0908, -1.0415], [-0.7823, -1.9040, -1.8136], [-0.9624, 0.6214, 2.0324], [-2.8530, 1.6713, 0.9996], [-0.6335, 1.7749, -0.2270], [3.2108, 1.2591, 0.9380], [-1.8533, -0.3052, -0.0984], [-0.4494, -2.2882, 0.6657], [-0.6733, -1.1943, -0.3605], [-1.5026, 0.9349, 0.7087], [2.3034, -0.2185, -2.2920], [3.1203, 0.7800, -0.4176], [1.3290, -2.8117, 0.8391], [-1.8243, -2.2412, -2.1417], [-0.0845, -2.6679, -2.1287], [-0.4412, -1.2085, -2.5440], [-0.0119, 0.0798, 2.0229], [-0.6740, 1.6134, 2.4065], [-1.5855, -0.0852, 2.6756], [-3.1964, 1.4479, 1.9516], [-2.7767, 2.7523, 0.9280], [-3.6438, 1.3664, 0.2461], [-0.5942, 2.7870, 0.1898], [0.2682, 1.2691, -0.2467], [-1.0909, 1.8040, -1.2572], [3.0443, 2.2889, 0.8583], [4.1693, 1.0116, 1.3078], [2.4803, 0.9885, 1.5823], [-2.6897, -0.8034, 0.6342], [-2.5146, -0.0339, -0.9607], [-0.8275, -1.7259, 1.5730], [-0.9009, -3.1558, 0.1872], [0.1527, -0.5670, -0.3550], [3.1344, 0.1811, -2.7704], [1.7533, -0.8815, -2.7934], [3.9683, 1.0366, -0.9238], [1.4350, -3.6665, -0.3748]], "forces_ev_per_a": [[0.51, -0.72, 2.02], [-0.92, 0.82, 0.17], [1.80, -0.66, 1.51], [-0.08, 0.01, -3.00], [-2.34, 1.11, 0.33], [0.85, 0.68, -1.71], [-3.85, -1.23, 2.24], [1.01, 0.82, 0.75], [-1.55, -2.31, -3.46], [-2.74, 0.42, -2.18], [1.65, 0.92, -1.11], [-0.18, -0.77, -0.94], [-0.42, 0.34, -0.95], [1.34, 0.54, 0.85], [0.24, -1.02, 1.11], [-0.46, 1.39, -0.77], [0.39, 0.03, -0.38], [-0.47, -0.43, 1.09], [0.25, 1.66, -0.61], [-0.80, -0.55, 1.80], [0.21, 0.17, 0.01], [0.82, 0.37, 0.86], [0.56, -0.06, -0.34], [2.27, -0.24, -0.37], [0.49, 0.07, 1.07], [0.43, 1.90, 0.20], [0.93, -0.08, 0.57], [-2.41, -1.80, 1.68], [1.90, 0.31, -1.75], [1.10, -0.25, 0.29], [0.35, -2.13, -0.39], [-0.83, -0.23, 1.10], [1.76, 0.93, -0.23], [-0.87, -0.53, -0.13], [-0.46, -0.22, 0.03], [-0.22, -0.08, -0.30], [-0.28, 0.82, 0.93]]}

{"formula": "C4H4OS", "method": "ωB97M-V/def2-TZVPD", "total_energy_ev": -17093.3211, "smiles": "O=C=C/C=C\\S", "homo_lumo_gap_ha": 0.330, "e_lumo_ev": 0.4, "multiplicity": 1, "relative_energy_kj_mol": 175.99, "largest_force_ev_per_a": 2.345, "symbols": ["C", "C", "C", "C", "O", "S", "H", "H", "H", "H"], "coordinates": [[-0.5537, 0.0920, 0.6183], [0.5395, 0.9934, 0.1757], [-0.5861, -1.2577, 0.6187], [0.4551, 1.8966, -0.7726], [0.5250, 2.6110, -1.6883], [0.6863, -2.2687, -0.0688], [-1.5015, 0.7085, 0.9101], [1.5309, 0.6780, 0.4328], [-1.4446, -1.6601, 1.1486], [0.3492, -1.7929, -1.3746]], "forces_ev_per_a": [[-1.82, 1.48, -0.02], [-0.61, -1.10, 0.00], [-0.20, 1.79, 0.88], [0.68, -0.04, -0.91], [-0.44, -0.02, 0.82], [-0.74, 0.72, -1.71], [1.59, -1.62, -0.20], [0.60, 0.15, -0.01], [0.16, -0.55, -0.39], [0.78, -0.80, 1.54]]}

{"formula": "C33H26ClCrFIN5O4", "method": "ωB97M-V/def2-TZVPD", "total_energy_ev": -102036.3111, "s_squared": 6.25, "homo_lumo_gap_ha": [0.073, 0.084], "e_lumo_ev": [-2.2, -2.2], "multiplicity": 5, "relative_energy_kj_mol": 814.49, "largest_force_ev_per_a": 4.541, "symbols": ["Cr", "F", "C", "C", "C", "C", "O", "C", "C", "N", "C", "C", "C", "C", "C", "C", "N", "C", "C", "N", "C", "C", "C", "O", "O", "H", "H", "H", "H", "H", "H", "H", "H", "H", "H", "H", "H", "H", "H", "H", "H", "H", "H", "Cl", "C", "C", "C", "I", "C", "O", "C", "N", "C", "C", "C", "C", "H", "H", "H", "H", "N", "C", "C", "C", "C", "C", "C", "C", "H", "H", "H", "H"], "coordinates": [[-2.5722, -0.7093, -0.3919], [2.9629, 2.6921, -0.4987], [2.9212, 1.3543, -0.2379], [1.6859, 0.7513, -0.2508], [1.5588, -0.6285, -0.0603], [0.2368, -1.1922, -0.0487], [-0.7886, -0.4337, -0.0904], [0.1606, -2.6154, 0.0372], [1.3020, -3.3382, 0.1358], [2.5765, -2.8031, 0.1722], [3.6156, -3.7876, 0.1397], [4.9453, -3.6417, -0.5393], [4.8747, -3.7830, 0.9583], [2.7222, -1.4242, 0.1128], [3.9385, -0.7545, 0.2420], [4.0727, 0.6363, 0.0537], [5.3638, 1.2246, 0.2319], [5.4587, 2.6751, 0.1528], [6.8860, 3.0841, 0.5541], [7.4292, 1.9659, 1.3618], [7.7218, 0.8056, 0.4807], [6.4976, 0.6200, -0.4422], [-1.1741, -3.3366, 0.0810], [-1.1777, -4.5527, 0.2265], [-2.2140, -2.6044, -0.0355], [0.7936, 1.3317, -0.4275], [1.2132, -4.4110, 0.2137], [3.1687, -4.7671, 0.0275], [5.2064, -2.6932, -0.9783], [5.2972, -4.4843, -1.1149], [5.0948, -2.9387, 1.5906], [5.1759, -4.7234, 1.3945], [4.8235, -1.2914, 0.5219], [4.7361, 3.1020, 0.8499], [5.2364, 3.0671, -0.8485], [6.8747, 4.0057, 1.1352], [7.5285, 3.2310, -0.3152], [6.6539, 1.6710, 1.9757], [8.2440, 2.2386, 1.9165], [7.8856, -0.0712, 1.1087], [8.6268, 1.0051, -0.0938], [6.3183, -0.4388, -0.6126], [6.6824, 1.0863, -1.4208], [-9.3234, 1.0065, -1.0058], [-8.0304, 2.0723, -0.5803], [-5.7199, 2.5187, 0.3759], [-4.3557, 2.7669, -0.1944], [-3.9897, 4.5469, -1.2668], [-3.5205, 1.7050, -0.2580], [-2.4674, 1.3870, -0.9300], [-4.9924, -0.0913, -0.7188], [-4.4061, -1.3861, -0.7930], [-5.1929, -2.3947, -0.4271], [-6.4914, -2.2428, 0.0127], [-7.1248, -0.9627, 0.0955], [-6.4111, 0.1125, -0.2819], [-6.2550, 3.4582, 0.5121], [-4.7314, -3.3728, -0.4534], [-7.0598, -3.1174, 0.2949], [-8.1481, -0.9016, 0.4384], [-8.6620, 4.5049, -0.3063], [-8.3654, 3.3899, -0.4429], [-6.6385, 1.5767, -0.5884], [-5.9820, 1.5988, -1.9713], [-5.0113, 0.6966, -2.0189], [-4.0483, 0.4854, 0.3934], [-4.7414, 0.7372, 1.6758], [-5.5755, 1.7707, 1.6736], [-6.2654, 2.3017, -2.7339], [-4.3268, 0.5104, -2.8322], [-4.5625, 0.1169, 2.5412], [-6.1624, 2.0838, 2.5221]], "forces_ev_per_a": [[-2.79, 0.24, -0.31], [0.02, -0.41, 0.05], [-0.69, 0.33, -0.11], [0.37, -0.24, 0.10], [0.73, 0.57, -0.06], [-1.82, 0.04, 0.11], [4.53, -0.17, 0.30], [-0.02, 0.21, 0.08], [0.25, 0.69, 0.04], [-1.00, 0.02, 0.00], [0.76, -0.55, 0.04], [-0.07, -0.01, -0.19], [-0.07, -0.01, 0.16], [-0.53, 0.24, -0.10], [0.31, 0.75, -0.14], [0.15, -1.00, 0.20], [-0.38, -0.05, -0.12], [-0.16, 0.29, 0.04], [-0.33, 0.52, -0.39], [0.13, 0.06, 0.49], [0.01, -0.64, -0.48], [0.11, -0.08, -0.07], [-0.63, -0.26, 0.04], [0.44, 0.11, -0.02], [0.39, -0.45, 0.15], [-0.19, 0.12, -0.03], [0.01, -0.10, -0.02], [0.07, 0.13, 0.01], [0.00, 0.12, 0.04], [-0.03, -0.07, -0.02], [-0.02, 0.14, 0.00], [-0.02, -0.06, 0.00], [0.13, -0.12, 0.02], [0.13, 0.04, -0.11], [0.10, -0.02, 0.17], [0.09, -0.13, 0.05], [0.07, -0.11, 0.15], [0.33, 0.02, 0.02], [-0.18, -0.08, -0.04], [-0.01, 0.14, 0.05], [-0.02, 0.10, 0.15], [0.10, 0.08, -0.01], [-0.05, -0.04, 0.05], [0.04, 0.40, -0.04], [-0.10, -1.40, -0.28], [-0.22, -0.08, 0.04], [0.90, 0.49, -0.10], [-0.03, -0.35, 0.11], [-0.56, 0.56, 0.74], [0.94, -0.66, -0.65], [-0.11, 0.40, 0.29], [0.27, 0.29, -1.23], [-1.15, -0.79, 0.78], [0.88, -1.12, -0.09], [0.16, 1.35, -0.28], [-0.74, -1.00, 0.22], [0.13, -0.03, 0.06], [-0.03, -0.14, 0.04], [0.09, -0.11, -0.04], [-0.02, 0.03, -0.05], [0.02, -0.07, -0.02], [-0.48, 1.18, 0.17], [0.31, 0.12, -0.01], [-0.10, -0.32, -0.44], [-0.50, 0.04, -0.20], [-0.10, 0.86, -0.07], [0.24, -0.12, 0.28], [0.09, 0.02, 0.24], [0.03, 0.21, -0.13], [0.04, 0.04, -0.06], [-0.13, -0.09, 0.13], [-0.05, -0.06, 0.25]]}

{"formula": "CH3I3N", "method": "ωB97M-V/def2-TZVPD", "total_energy_ev": -26869.6399, "charge": 1, "homo_lumo_gap_ha": 0.285, "e_lumo_ev": -5.6, "multiplicity": 1, "relative_energy_kj_mol": 0.00, "largest_force_ev_per_a": 2.357, "symbols": ["C", "N", "I", "I", "I", "H", "H", "H"], "coordinates": [[2.2239, -0.4607, 1.9090], [1.7882, 0.2611, 0.8950], [4.2166, -0.4527, 2.3371], [-1.8761, 0.0341, -0.6134], [0.8986, -1.4287, 3.1310], [-2.1206, 1.5293, -1.1004], [2.3091, 0.5024, 0.0602], [0.8463, -0.0213, 0.6350]], "forces_ev_per_a": [[0.48, 1.12, -0.54], [-0.86, -2.18, 0.24], [0.09, -0.07, 0.03], [0.09, -0.35, 0.12], [0.03, 0.06, -0.12], [0.01, 0.30, -0.07], [0.78, 0.39, 0.42], [-0.62, 0.73, -0.09]]}

{"formula": "C3H6N2", "method": "ωB97M-V/def2-TZVPD", "total_energy_ev": -6183.2080, "homo_lumo_gap_ha": 0.360, "e_lumo_ev": 1.0, "multiplicity": 1, "relative_energy_kj_mol": 514.94, "largest_force_ev_per_a": 2.988, "symbols": ["C", "C", "C", "N", "N", "H", "H", "H", "H", "H", "H"], "coordinates": [[-1.2973, -0.1465, -1.3071], [1.6375, -0.4944, -0.1048], [-1.9740, 0.5185, -0.0068], [-0.6701, 0.0358, -0.2001], [0.4915, 0.0549, 0.5412], [1.9344, -1.4429, 0.4409], [2.4268, 0.2258, -0.0997], [-2.1138, 1.5367, 0.0467], [-2.5243, -0.1336, 0.5524], [1.5910, -0.7255, -1.2440], [0.4983, 0.5711, 1.3813]], "forces_ev_per_a": [[0.91, 0.10, 0.85], [1.14, -1.75, -0.82], [1.70, -1.36, -1.39], [-0.03, 0.96, 0.20], [-1.11, -1.18, -2.51], [0.04, 0.97, -0.88], [0.87, 0.36, 0.41], [-0.43, 2.18, 0.02], [-1.99, -1.19, 1.56], [-0.93, 0.36, 2.09], [-0.18, 0.54, 0.47]]}

{"formula": "C3H10N2O3Tl", "method": "ωB97M-V/def2-TZVPD", "total_energy_ev": -17049.5575, "charge": 3, "homo_lumo_gap_ha": 0.095, "e_lumo_ev": -19.1, "multiplicity": 1, "largest_force_ev_per_a": 8.069, "symbols": ["Tl", "C", "C", "O", "O", "H", "H", "H", "H", "H", "H", "C", "O", "N", "N", "H", "H", "H", "H"], "coordinates": [[1.7206, -1.6663, 1.3174], [1.3633, -1.3639, -2.3585], [1.2748, 0.1414, -1.9839], [0.8437, 0.3509, -0.6396], [2.4791, -1.9835, -1.7600], [1.1574, -1.4379, -3.4263], [0.6110, -1.8995, -1.7794], [0.6247, 0.6116, -2.7218], [2.2315, 0.6555, -2.0757], [0.3584, 1.1753, -0.7208], [2.7896, -2.6977, -2.3213], [-1.5059, 0.7171, 2.2654], [-0.5936, 0.0204, 2.1556], [-2.5348, 0.3671, 2.8969], [-1.7709, 1.8207, 1.6513], [-3.2784, 1.0499, 2.9279], [-2.1714, -0.3215, 3.5402], [-2.5215, 2.3588, 2.0600], [-1.0777, 2.1018, 0.9726]], "forces_ev_per_a": [[0.28, -0.26, 0.60], [1.99, -0.08, 0.39], [-1.85, 0.13, 0.89], [0.70, 0.01, -1.58], [-1.30, 0.66, -0.63], [0.80, -0.53, -0.14], [-1.48, 0.34, 0.37], [-0.36, 0.15, 0.27], [1.18, -0.47, -0.25], [-0.56, 0.43, 0.44], [0.90, -0.61, -0.63], [-0.87, 2.78, -1.42], [6.48, -4.66, -1.16], [-3.01, -1.71, 4.27], [0.77, 3.64, -2.38], [-1.31, -1.10, 0.84], [-1.90, -1.04, 1.21], [0.00, 1.10, -1.13], [-0.47, 1.20, 0.05]]}